1.
This record from OMol25 describes a molecular structure, C37H39AsGe2N2STl. The level of theory is ωB97M-V/def2-TZVPD.

Output
ΔE to the lowest compared entry with this formula, charge and spin   52.4 kJ/mol
Highest occupied orbital energy (alpha / beta)   -0.4940 / -0.4949 hartree
Multiplicity   2
Net charge   +2

Each line ends with the Mulliken spin population.
Cartesian coordinates (Å):
Tl: -0.11 -0.38 -0.02  0.0178
As: 0.33 2.69 0.66  -0.0145
Ge: 1.20 -1.32 3.13  -0.0024
Ge: 2.67 0.46 4.28  -0.0006
S: -0.85 1.38 -2.27  0.6572
N: -4.50 -0.07 1.57  0.0005
N: -2.58 0.05 0.50  0.0081
C: 1.69 2.04 4.93  0.0000
C: -1.08 5.24 -3.12  -0.0429
C: -3.18 -0.30 1.63  0.0002
C: 3.43 5.82 2.41  0.0002
C: -4.77 0.45 0.33  0.0016
C: -3.07 3.46 3.85  0.0001
C: -2.52 -3.32 3.66  -0.0002
C: -0.24 3.72 -0.90  0.0869
C: -0.16 5.10 -0.89  -0.0390
C: -1.15 3.00 1.88  0.0243
C: 3.79 4.94 1.40  -0.0005
C: 3.84 0.94 2.78  -0.0002
C: 1.58 3.98 1.44  -0.0017
C: -0.74 3.08 -2.07  0.0071
C: 2.18 -2.71 2.16  0.0012
C: -3.16 4.11 2.63  -0.0011
C: -1.16 3.86 -3.17  0.1347
C: -2.04 2.57 4.09  -0.0007
C: -1.09 2.33 3.11  -0.0022
C: 2.15 5.77 2.94  -0.0002
C: 1.63 -3.62 1.26  0.0006
C: -0.58 5.86 -1.98  0.1608
C: 1.22 4.86 2.46  -0.0007
C: -2.20 3.88 1.64  -0.0079
C: -1.03 -1.33 4.91  -0.0005
C: 2.40 -4.65 0.75  0.0000
C: 4.29 -3.88 2.03  0.0000
C: -2.97 -2.75 4.85  -0.0002
C: -0.57 -1.90 3.72  0.0003
C: -2.22 -1.76 5.48  0.0000
C: -1.33 -2.90 3.10  0.0004
C: 3.52 -2.84 2.53  -0.0006
C: 2.88 4.02 0.92  0.0022
C: -3.58 0.52 -0.32  0.0104
C: 3.72 -4.79 1.14  -0.0002
C: 3.43 -0.58 5.77  0.0000
C: -5.44 -0.35 2.64  0.0002
H: -2.27 4.39 0.69  0.0039
H: 0.22 4.84 2.87  0.0001
H: -3.81 3.66 4.62  0.0000
H: -3.96 4.81 2.44  0.0001
H: 4.14 6.54 2.78  0.0000
H: 1.86 6.45 3.73  0.0000
H: -0.52 6.94 -1.94  0.0030
H: -2.57 -1.33 6.41  0.0000
H: 2.65 -0.97 6.41  0.0000
H: -3.38 0.86 -1.32  -0.0194
H: 2.45 2.69 5.37  0.0000
H: -2.69 -0.71 2.49  -0.0007
H: 4.32 -5.60 0.75  0.0000
H: -0.45 -0.55 5.40  0.0000
H: 4.42 1.83 3.05  0.0000
H: 3.97 -2.13 3.22  0.0000
H: -1.97 2.05 5.04  0.0000
H: -0.99 -3.35 2.18  -0.0001
H: -3.10 -4.10 3.18  0.0000
H: 0.94 1.82 5.69  0.0000
H: 5.33 -3.98 2.32  0.0000
H: 0.60 -3.51 0.92  0.0003
H: 1.22 2.58 4.11  0.0000
H: 0.23 5.60 -0.02  0.0159
H: -1.53 3.36 -4.05  -0.0030
H: -5.03 -0.02 3.59  0.0000
H: -5.65 -1.42 2.70  0.0000
H: 4.05 -1.40 5.42  0.0000
H: 3.16 3.33 0.13  -0.0001
H: -1.40 5.83 -3.97  0.0010
H: 4.52 0.14 2.52  0.0000
H: -3.90 -3.09 5.29  0.0000
H: -5.77 0.71 0.02  0.0000
H: 3.23 1.19 1.91  0.0002
H: 1.96 -5.36 0.06  0.0000
H: -6.38 0.18 2.45  0.0001
H: 4.79 4.98 0.98  -0.0001
H: 4.06 0.09 6.37  0.0000
H: -0.28 1.63 3.29  0.0007

2.
This record from OMol25 describes a molecular structure, C37H40N5O4S2Sn. The level of theory is ωB97M-V/def2-TZVPD.

Output
Highest occupied orbital energy   -0.1532 hartree
Multiplicity   1
Net charge   -1

Each line ends with the Löwdin charge.
Cartesian coordinates (Å):
Sn: 0.95 0.62 2.49  1.2733
S: 0.59 3.48 4.02  0.5840
S: 3.09 1.79 1.07  0.4875
O: -5.87 -4.11 -7.83  -0.0928
O: 3.35 -1.67 -4.80  0.0911
O: 1.73 -0.24 -5.27  0.1021
O: -0.85 1.44 1.27  -0.2216
N: 2.01 4.73 2.17  -0.0039
N: 0.55 -0.65 0.32  0.0374
N: 1.27 6.05 3.90  -0.0032
N: -2.85 -1.47 -3.00  0.0569
N: -3.95 -1.16 -3.49  0.0473
C: 3.62 -1.08 4.67  -0.0534
C: 1.96 -3.03 2.83  -0.0611
C: -3.66 -3.09 -5.06  -0.0222
C: -0.33 -2.13 -1.85  0.0056
C: -5.16 -5.22 -8.34  -0.0981
C: 0.01 -1.63 3.82  -0.3446
C: -0.10 -0.61 4.81  -0.3388
C: 1.21 -0.28 5.24  -0.3354
C: -3.09 0.35 -1.35  -0.0258
C: 3.94 0.25 -1.03  -0.1321
C: -1.11 -2.37 3.15  -0.0473
C: -5.32 -3.45 -6.77  -0.2894
C: -2.40 -0.71 -1.91  -0.2305
C: 2.66 5.86 1.51  -0.1769
C: 1.81 0.90 -2.67  -0.0170
C: 3.82 -0.33 -2.29  -0.0506
C: -1.36 -0.02 5.36  -0.0515
C: -4.14 -3.82 -6.14  -0.0242
C: -1.35 0.78 0.31  -0.3825
C: -5.54 -1.62 -5.23  -0.0327
C: -6.02 -2.34 -6.30  -0.0149
C: 2.99 1.16 -0.56  -0.7112
C: 1.92 1.47 -1.42  -0.1105
C: 1.28 -1.63 -0.15  -0.1455
C: 2.55 -0.61 -4.47  -0.4864
C: -4.36 -1.98 -4.60  -0.2595
C: 2.13 -1.06 4.52  -0.3339
C: 1.52 0.70 6.34  -0.0649
C: 2.75 -0.02 -3.12  -0.1666
C: -0.63 -0.35 -0.26  -0.1631
C: 1.39 -1.90 3.65  -0.3439
C: -1.14 -1.07 -1.36  -0.0952
C: -2.60 1.08 -0.28  -0.0090
C: 1.86 7.12 1.80  -0.1741
C: 1.74 7.29 3.30  -0.1889
C: 0.87 -2.40 -1.25  -0.0393
C: 1.34 4.82 3.32  -0.8495
H: -6.08 -0.76 -4.86  0.1076
H: 1.02 8.08 3.54  0.1150
H: -5.74 -5.59 -9.18  0.0873
H: -1.23 -3.38 3.57  0.0757
H: -2.06 -1.86 3.28  0.0647
H: 0.97 1.13 -3.31  0.1236
H: -3.16 1.91 0.14  0.1075
H: -0.94 -2.49 2.08  0.0609
H: 0.89 1.59 6.29  0.0316
H: -1.60 -0.42 6.36  0.0744
H: 3.96 -1.98 5.20  0.0739
H: 1.38 0.25 7.33  0.0744
H: -4.16 -4.94 -8.68  0.0930
H: -2.22 -0.23 4.72  0.0627
H: 2.71 7.58 3.72  0.1138
H: 3.90 -1.91 -4.05  0.0748
H: 0.87 7.02 1.35  0.1222
H: -3.57 -4.68 -6.48  0.0971
H: 3.68 5.97 1.87  0.1217
H: 0.74 6.07 4.75  0.1081
H: -6.94 -2.06 -6.80  0.1138
H: 4.13 -1.06 3.71  0.0671
H: 1.16 2.15 -1.06  0.1055
H: 2.01 3.83 1.70  0.0058
H: -0.67 -2.70 -2.70  0.1037
H: 2.70 5.64 0.45  0.1231
H: 2.08 -3.94 3.43  0.0776
H: -1.30 1.06 5.46  0.0617
H: -2.74 -3.37 -4.57  0.0987
H: 2.95 -2.78 2.43  0.0662
H: 1.51 -3.20 -1.62  0.1058
H: -5.07 -6.01 -7.59  0.0917
H: 4.60 -1.02 -2.59  0.1041
H: -4.05 0.60 -1.78  0.1002
H: 2.23 -1.82 0.35  0.1085
H: 4.77 -0.02 -0.39  0.0950
H: 3.97 -0.22 5.24  0.0605
H: 2.35 7.99 1.36  0.1117
H: 1.32 -3.28 1.99  0.0540
H: 2.56 1.04 6.28  0.0620

3.
This record from OMol25 describes a molecular structure, C37H41Br2KN11O10S. The level of theory is ωB97M-V/def2-TZVPD.

Output
ΔE to the lowest compared entry with this formula, charge and spin   55.0 kJ/mol
Highest occupied orbital energy   -0.2151 hartree
Multiplicity   1
Net charge   -1

Each line ends with the Löwdin charge.
Cartesian coordinates (Å):
Br: -3.44 5.50 -2.63  0.7420
Br: -1.64 -0.62 -7.26  0.7309
K: -0.50 -1.09 0.20  0.7375
S: -0.65 3.24 2.09  0.8090
O: 2.05 -2.93 -2.28  -0.0523
O: -7.24 -4.95 0.83  0.0534
O: -1.25 -4.84 1.71  0.0786
O: 0.39 -3.11 -0.78  -0.1913
O: -6.66 -0.35 1.54  0.0466
O: -4.84 0.44 2.35  0.0509
O: -2.60 -0.89 1.69  -0.0849
O: -0.08 3.65 3.41  -0.5443
O: -5.57 -6.30 0.88  0.0586
O: -0.77 -2.83 2.32  0.0092
N: -1.55 -3.67 1.88  -0.3283
N: -1.14 -0.43 -2.63  0.1115
N: 2.86 -2.65 -5.51  0.0883
N: -5.48 -0.47 1.86  -0.3432
N: 2.34 -2.95 1.15  0.0175
N: -6.05 -5.19 0.96  -0.3651
N: 2.23 0.66 3.68  -0.0891
N: -3.18 1.05 -1.30  0.1581
N: 1.37 0.74 -1.34  0.0847
N: 0.30 0.29 2.48  0.0895
N: 4.66 -2.57 -3.95  0.1328
C: 2.56 -3.72 -0.08  -0.1944
C: 2.23 2.93 -1.76  -0.0615
C: 4.44 -1.27 -3.76  -0.2836
C: -2.70 2.77 -2.89  -0.0705
C: 3.83 -3.19 -4.78  -0.2113
C: -4.83 -1.75 1.63  -0.0465
C: -2.94 -3.26 1.61  -0.0350
C: 3.45 -0.60 -4.47  -0.0017
C: 2.73 2.74 5.01  -0.0746
C: 5.34 -0.59 -2.80  -0.0233
C: -0.62 -1.46 -4.73  -0.0968
C: -3.36 3.69 -2.10  -0.6899
C: 0.88 0.46 3.61  -0.4405
C: -2.11 0.42 -4.65  -0.0724
C: 0.13 0.43 4.92  -0.0052
C: -2.21 2.40 2.43  -0.2425
C: 2.86 1.22 4.86  -0.2175
C: 3.50 2.42 -1.94  -0.0423
C: -3.80 -4.31 1.37  0.0802
C: 2.90 1.97 1.65  -0.0624
C: -1.33 4.74 1.37  -0.2556
C: 1.59 -3.22 -1.16  -0.6948
C: -2.64 1.45 -2.45  -0.2184
C: 3.70 1.05 -1.83  -0.2365
C: -3.37 -1.86 1.66  -0.2973
C: 2.69 -1.34 -5.35  -0.1411
C: 2.99 0.66 2.43  -0.1978
C: 2.60 0.25 -1.51  -0.0722
C: -5.16 -4.07 1.22  -0.1491
C: -1.44 -0.55 -5.38  -0.6772
C: -0.49 -1.34 -3.35  -0.0780
C: -1.94 0.42 -3.27  -0.2274
C: 1.20 2.06 -1.46  -0.1462
C: -5.67 -2.80 1.37  0.0737
C: -3.83 1.95 -0.57  -0.1128
C: 5.04 0.44 -2.01  -0.0421
C: -3.96 3.29 -0.93  -0.1188
H: 2.44 0.73 5.75  0.0980
H: 0.17 -2.02 -2.82  0.0822
H: -2.76 1.13 -5.13  0.1061
H: 1.93 -0.87 -5.95  0.0997
H: 4.03 0.45 2.70  0.1136
H: 2.98 -3.25 1.87  0.0617
H: 1.86 2.19 1.42  0.0317
H: -0.91 0.16 4.73  0.0790
H: -2.09 1.97 3.42  0.0527
H: 3.45 1.87 0.71  0.0533
H: 2.03 3.99 -1.84  0.1014
H: 3.58 -3.57 -0.43  0.1017
H: 0.19 2.43 -1.32  0.1007
H: -3.06 3.10 2.44  0.0590
H: -0.49 5.37 1.08  0.0480
H: 2.39 -4.80 0.04  0.1095
H: -6.74 -2.63 1.30  0.1299
H: -4.27 1.60 0.36  0.0906
H: 5.83 0.85 -1.39  0.1101
H: 0.55 -0.31 5.61  0.0830
H: -2.38 1.59 1.72  0.0178
H: 3.43 3.26 4.36  0.0599
H: 1.73 3.08 4.75  0.0447
H: -1.96 5.25 2.10  0.0584
H: 3.28 0.47 -4.35  0.1135
H: 1.40 -3.13 1.49  0.0303
H: 3.33 2.80 2.20  0.0643
H: -0.67 0.05 2.66  0.0020
H: -1.92 4.48 0.48  0.0269
H: 6.34 -1.00 -2.76  0.1064
H: 2.95 3.04 6.04  0.0698
H: -2.21 3.07 -3.81  0.1107
H: 3.98 -4.26 -4.89  0.1057
H: 4.34 3.07 -2.18  0.1165
H: 3.91 0.93 4.83  0.1119
H: -0.09 -2.23 -5.27  0.1025
H: 2.63 -0.17 1.83  0.0927
H: 2.71 -0.82 -1.41  0.1159
H: -4.50 3.97 -0.29  0.1079
H: 0.16 1.40 5.41  0.0812
H: -3.41 -5.31 1.31  0.1317

> net charge of number 3 (C37H41Br2KN11O10S)?

-1

> What is the net charge in the first record?

+2